{"formula": "C3HBr3O2", "method": "ωB97M-V with the def2-TZVPD basis set", "species": ["C", "C", "C", "O", "O", "Br", "Br", "Br", "H"], "coordinates": [[-0.38388, -0.92129, 0.42855], [3.53075, 1.05974, -0.66243], [0.73323, -1.44076, -0.31153], [-1.01010, -1.54048, 1.25953], [4.24778, 1.47565, -1.46811], [3.64901, 0.86788, 1.15140], [1.72554, -0.41917, -1.50308], [1.47775, -3.04955, 0.21882], [-0.76080, 0.17413, 0.07364]], "atomic_forces_ev_per_a": [[-1.5, 2.3, -0.9], [-0.3, 0.2, -1.6], [0.8, 0.1, -0.2], [0.4, 0.0, -0.1], [0.6, 0.3, -0.2], [0.3, -0.1, 2.1], [-1.2, -0.5, 0.2], [0.0, -0.2, 0.0], [1.0, -2.1, 0.7]], "energy_ev": -217345.5003, "max_force_ev_per_a": 2.9, "homo_energy_ev": [-8.24, -8.99], "homo_lumo_gap_ha": [0.2280, 0.2897], "de_lowest_ev": 2.561}

***

{"formula": "C3HBr6F", "method": "ωB97M-V with the def2-TZVPD basis set", "species": ["C", "C", "C", "F", "Br", "Br", "Br", "Br", "Br", "Br", "H"], "coordinates": [[-0.34739, 0.91349, 0.43396], [1.72395, 0.17530, 1.41767], [1.25984, -0.89798, 2.33234], [0.50147, -0.46252, 3.33606], [-0.02231, 0.50148, -1.40329], [-0.47821, 2.77550, 0.97150], [2.35926, 1.76079, 2.39145], [2.71385, -0.21738, -0.02190], [2.70013, -1.89438, 3.30961], [0.19684, -2.21020, 1.34721], [-1.23497, 0.31348, 0.78298]], "atomic_forces_ev_per_a": [[0.9, -0.4, 0.7], [-2.3, 2.6, 0.8], [0.2, -1.6, 0.5], [-0.5, 0.8, -0.1], [-0.6, 0.6, 0.7], [-0.1, -1.3, -0.7], [-0.3, -1.1, -0.4], [1.2, -0.7, -0.9], [-0.1, 0.4, -0.6], [0.2, 0.0, 0.0], [1.3, 0.7, -0.1]], "energy_ev": -426096.2075, "max_force_ev_per_a": 3.6, "homo_energy_ev": -9.33, "homo_lumo_gap_ha": 0.2942, "de_lowest_ev": 2.382}

***

{"formula": "C3HCl3F2", "method": "ωB97M-V with the def2-TZVPD basis set", "species": ["C", "C", "C", "F", "F", "Cl", "Cl", "Cl", "H"], "coordinates": [[0.72687, 0.57317, 0.01586], [-0.01987, -0.56508, -0.61799], [-0.64352, 0.11453, 0.47135], [0.81568, 1.81737, -0.70890], [-0.41222, -0.58757, -1.83969], [0.67750, -2.74476, -0.24885], [-2.01679, 1.21003, -0.02589], [-0.71995, -0.36999, 2.13003], [1.59229, 0.55230, 0.82408]], "atomic_forces_ev_per_a": [[2.2, 2.3, 0.2], [2.8, -3.6, 0.0], [-2.3, 2.4, 1.3], [-0.3, -2.6, 1.1], [-0.4, 0.2, -0.4], [-0.9, 3.2, -0.3], [0.9, -1.0, 0.4], [-0.1, -0.4, -0.3], [-2.0, -0.5, -2.1]], "energy_ev": -46125.7064, "max_force_ev_per_a": 4.6, "homo_energy_ev": -11.03, "homo_lumo_gap_ha": 0.3305, "de_lowest_ev": 2.839}

***

{"formula": "C3HCl5", "method": "ωB97M-V with the def2-TZVPD basis set", "species": ["C", "C", "C", "Cl", "Cl", "Cl", "Cl", "Cl", "H"], "coordinates": [[0.75522, 0.57159, 0.56516], [0.16315, 0.16323, -0.77544], [-0.93026, -0.41505, 0.09303], [2.07778, -0.42478, 1.04764], [-0.31230, 1.51896, -1.78585], [0.96320, -1.03416, -1.74244], [-0.74129, -2.01063, 0.59557], [-2.15631, 0.54237, 0.71541], [0.18079, 1.08848, 1.28692]], "atomic_forces_ev_per_a": [[5.2, 0.3, -1.2], [-0.8, 0.3, 2.4], [-3.5, -2.1, -2.5], [-0.2, 1.0, 0.4], [-0.2, 0.3, 0.1], [0.3, -0.1, -0.3], [-0.5, -0.1, 0.4], [-0.3, 0.0, 0.1], [-0.2, 0.4, 0.6]], "energy_ev": -65734.4218, "max_force_ev_per_a": 5.3, "homo_energy_ev": [-6.71, -10.99], "multiplicity": 3, "homo_lumo_gap_ha": [0.2667, 0.3316], "s2": 2.009, "de_lowest_ev": 0.000}

***

{"formula": "C3HClNO2S", "method": "ωB97M-V with the def2-TZVPD basis set", "species": ["C", "C", "C", "N", "O", "O", "S", "Cl", "H"], "coordinates": [[-0.34574, -0.74463, -0.95365], [0.37073, -0.99049, 1.21022], [0.09878, 1.20159, -0.33217], [-0.14791, -1.46152, 0.08379], [-0.74761, -0.78244, -2.08603], [0.54709, -1.50726, 2.31223], [0.75837, 0.77070, 1.25168], [-1.30584, 2.24582, -0.31042], [0.77212, 1.26823, -1.17566]], "atomic_forces_ev_per_a": [[-0.4, 3.2, -0.1], [-0.2, 0.8, 2.1], [0.3, -3.1, 0.1], [0.0, -2.1, -0.1], [0.4, -0.5, 0.7], [-0.1, -0.6, -1.4], [0.0, 1.0, -1.2], [-0.1, 0.2, -0.3], [0.0, 1.1, 0.1]], "energy_ev": -32071.2883, "max_force_ev_per_a": 3.3, "homo_energy_ev": -4.03, "homo_lumo_gap_ha": 0.2764, "de_lowest_ev": 0.000, "total_charge": -1}

***

{"formula": "C3HCsFO2", "method": "ωB97M-V with the def2-TZVPD basis set", "species": ["F", "O", "O", "C", "C", "C", "H", "Cs"], "coordinates": [[2.06060, -0.20188, -1.16759], [-0.99925, 0.90453, -0.99720], [-0.31569, 1.73644, 1.01384], [-0.73122, -0.37744, -0.71579], [-0.82849, -1.39762, -0.04896], [-0.75463, 1.83317, -0.08023], [-0.67573, -2.46103, 0.05913], [2.24441, -0.03617, 1.93679]], "atomic_forces_ev_per_a": [[-0.1, 0.2, 1.2], [0.3, -0.2, -0.8], [0.0, 0.1, -0.3], [-0.6, -0.4, 2.0], [0.4, 0.1, -1.6], [0.3, -0.3, 0.4], [-0.1, 0.5, 0.2], [-0.2, 0.0, -1.3]], "energy_ev": -10482.2901, "max_force_ev_per_a": 2.1, "homo_energy_ev": [-7.95, -7.93], "multiplicity": 2, "homo_lumo_gap_ha": [0.2687, 0.2448], "s2": 0.753}

***

{"formula": "C3HCsFO2", "method": "ωB97M-V with the def2-TZVPD basis set", "species": ["C", "O", "O", "C", "C", "H", "Cs", "F"], "coordinates": [[-2.26669, -0.34664, 0.37026], [-3.19205, 0.31336, 0.44184], [-1.77314, -2.15125, 0.54995], [-0.60622, -1.73708, 0.34054], [-0.42529, -0.48444, 0.13460], [1.09624, 0.43307, -0.21764], [4.87018, 2.79468, -1.11328], [2.29698, 1.17831, -0.50626]], "atomic_forces_ev_per_a": [[1.9, 3.5, -0.7], [0.7, -1.7, 0.1], [2.1, -2.2, 0.0], [-4.2, -6.1, 1.4], [1.4, 7.1, -1.2], [1.6, 1.4, -0.5], [-0.4, -0.3, 0.1], [-3.1, -2.0, 0.8]], "energy_ev": -10472.8839, "max_force_ev_per_a": 7.5, "homo_energy_ev": [-14.38, -13.98], "homo_lumo_gap_ha": [0.2950, 0.2799], "de_lowest_ev": 5.610, "total_charge": 1}

***

{"formula": "C3HCuO2", "method": "ωB97M-V with the def2-TZVPD basis set", "species": ["O", "C", "C", "O", "C", "H", "Cu"], "coordinates": [[-0.14776, 1.12718, 0.46246], [1.05082, 0.67475, 0.60973], [1.63558, -0.37924, 0.24773], [-1.00753, -1.58772, -0.82311], [-1.62595, -0.60408, -0.83041], [2.52783, -0.96169, 0.09672], [-2.43299, 1.73080, 0.23689]], "atomic_forces_ev_per_a": [[-0.9, 2.0, 0.8], [-2.8, -2.8, -2.2], [1.9, 0.9, 1.0], [-2.3, 3.8, -0.1], [2.2, -3.1, 0.5], [-0.2, 0.2, 0.2], [2.1, -1.1, 0.0]], "energy_ev": -51855.6146, "max_force_ev_per_a": 4.6, "homo_energy_ev": -7.04, "homo_lumo_gap_ha": 0.1702, "de_lowest_ev": 2.356}

***

{"formula": "C3HCuO2", "method": "ωB97M-V with the def2-TZVPD basis set", "species": ["C", "H", "C", "O", "C", "Cu", "O"], "coordinates": [[0.16413, 1.73783, -0.93394], [0.39321, 2.50713, -1.65924], [0.12083, 0.90279, -0.03481], [0.75136, -1.02206, -0.67589], [0.14589, -0.49546, 0.31046], [-1.14828, -2.53746, 1.77727], [-0.42714, -1.09276, 1.21615]], "atomic_forces_ev_per_a": [[0.6, 0.3, 0.2], [-0.3, 0.1, 0.0], [-0.1, -1.0, -0.1], [-0.9, 1.1, 1.9], [2.3, 0.7, -5.0], [-0.6, -1.7, 0.6], [-1.0, 0.4, 2.4]], "energy_ev": -51833.6897, "max_force_ev_per_a": 5.6, "homo_energy_ev": [-21.40, -21.13], "multiplicity": 3, "homo_lumo_gap_ha": [0.3396, 0.2049], "s2": 2.020, "de_lowest_ev": 0.000, "total_charge": 2}

***

{"formula": "C3HF", "method": "ωB97M-V with the def2-TZVPD basis set", "species": ["C", "C", "C", "F", "H"], "coordinates": [[1.69186, 0.00984, -1.06447], [0.79957, 0.66259, -1.32377], [-1.22882, -0.11339, 0.55518], [-0.77948, -1.23678, 1.16525], [-0.48313, 0.67774, 0.66780]], "atomic_forces_ev_per_a": [[13.2, -9.7, 3.9], [-13.4, 9.7, -3.6], [-0.8, -2.6, 0.6], [-0.3, 2.3, -1.0], [1.3, 0.3, 0.2]], "energy_ev": -5831.3599, "max_force_ev_per_a": 16.9, "homo_energy_ev": [-10.48, -10.04], "multiplicity": 3, "homo_lumo_gap_ha": [0.3476, 0.2119], "s2": 2.089, "de_lowest_ev": 6.044}

***

{"formula": "C3HF2N", "method": "ωB97M-V with the def2-TZVPD basis set", "species": ["N", "C", "C", "C", "F", "F", "H"], "coordinates": [[-2.88236, 0.14124, -0.21908], [-1.67267, -0.02283, 0.17528], [-0.37788, -0.56606, 0.17055], [0.79382, -0.01548, -0.11574], [1.25340, 1.33436, 0.08134], [1.85938, -0.84642, -0.14489], [-0.29818, -1.75390, 0.72490]], "atomic_forces_ev_per_a": [[10.0, -1.0, 3.8], [-10.3, 1.3, -4.2], [0.3, -3.2, 2.2], [2.8, 1.5, 2.3], [-1.7, -3.8, -1.5], [-0.9, 1.6, -0.2], [-0.2, 3.6, -2.5]], "energy_ev": -10048.4979, "max_force_ev_per_a": 11.2, "homo_energy_ev": -10.47, "homo_lumo_gap_ha": 0.3488, "de_lowest_ev": 2.422}

***

{"formula": "C3HF2N", "method": "ωB97M-V with the def2-TZVPD basis set", "species": ["C", "C", "C", "N", "F", "F", "H"], "coordinates": [[-0.93945, 0.23176, -0.09708], [1.17742, 1.57600, -0.16636], [0.49490, 1.85431, 0.89722], [-0.75569, 1.33976, 0.49579], [-2.08366, -0.09126, -0.70682], [0.72205, 2.55996, 1.97784], [-0.21886, -0.56696, -0.26234]], "atomic_forces_ev_per_a": [[0.9, 0.2, -0.1], [1.2, -0.2, -1.1], [-0.3, -0.7, 0.0], [-1.5, 0.0, 0.1], [0.3, 0.7, 0.8], [-0.7, -0.2, 0.2], [0.2, 0.1, 0.2]], "energy_ev": -10046.6644, "max_force_ev_per_a": 1.7, "homo_energy_ev": -9.92, "homo_lumo_gap_ha": 0.3345, "de_lowest_ev": 4.255}